Entry 1:
# C21H21NO7S

An isolated molecule of C21H21NO7S at a distorted geometry (ωB97M-V/def2-TZVPD, the Open Molecules 2025 dataset).

```
! RIJCOSX wB97M-V def2-TZVPD def2/J DEFGRID3
* xyz 0 1
C -8.41 -1.08 0.87
C -6.97 -0.64 1.10
O -6.36 -0.49 -0.17
C -5.06 -0.11 -0.24
C -4.25 0.17 0.86
C -2.93 0.54 0.67
C -2.42 0.64 -0.61
O -1.09 1.07 -0.74
C -0.23 0.31 -1.40
O -0.49 -0.72 -1.97
C 1.19 0.91 -1.39
C 1.32 2.16 -0.52
C 2.75 2.67 -0.51
S 3.76 1.74 0.70
C 4.68 3.04 1.58
O 4.73 0.92 0.02
O 2.91 1.08 1.66
N 2.08 -0.13 -0.94
C 1.80 -0.93 0.17
O 0.79 -0.85 0.81
C 2.96 -1.85 0.27
C 3.25 -2.82 1.21
C 4.43 -3.53 1.05
C 5.29 -3.28 -0.01
C 4.99 -2.30 -0.96
C 3.82 -1.59 -0.80
C 3.26 -0.48 -1.60
O 3.64 0.04 -2.61
C -3.21 0.36 -1.71
C -4.52 -0.02 -1.52
H -8.91 -1.21 1.82
H -8.94 -0.34 0.28
H -8.42 -2.03 0.33
H -6.96 0.32 1.64
H -6.43 -1.39 1.69
H -4.63 0.10 1.87
H -2.29 0.75 1.51
H 1.47 1.12 -2.43
H 0.64 2.93 -0.90
H 1.02 1.91 0.50
H 2.79 3.70 -0.18
H 3.24 2.55 -1.47
H 5.34 2.55 2.28
H 5.24 3.60 0.85
H 3.97 3.66 2.11
H 2.58 -3.00 2.03
H 4.69 -4.30 1.77
H 6.20 -3.85 -0.11
H 5.66 -2.09 -1.78
H -2.80 0.43 -2.71
H -5.16 -0.24 -2.36
*
```

Values from the calculation:
Energy above the lowest of the compared OMol25 structures with the same formula, charge and spin in eV: 0.1292
Molecular weight in g/mol: 431.5
HOMO-LUMO gap in eV: 8.43
HOMO energy in eV: -8.38
E_LUMO in eV: 0.050
DFT total energy in eV: -48776.25496

---

Entry 2:
# C35H35CoN7Si

A structure of composition C35H35CoN7Si (ωB97M-V/def2-TZVPD, the Open Molecules 2025 dataset).

```
! RIJCOSX wB97M-V def2-TZVPD def2/J DEFGRID3
* xyz 0 2
Co -0.09 -0.19 -0.44
N 3.00 2.45 -1.83
C 1.80 1.86 -1.71
N 1.40 1.22 -0.66
C 2.25 1.09 0.43
N 1.84 0.52 1.52
N 0.57 0.04 1.32
C -0.18 -0.27 2.32
C -1.53 -0.72 1.94
C -2.51 -1.07 2.85
C -3.75 -1.44 2.35
C -3.97 -1.43 0.98
C -2.94 -1.06 0.14
N -1.74 -0.72 0.60
C 3.61 1.61 0.32
C 4.57 1.41 1.31
C 5.85 1.89 1.15
C 6.19 2.58 -0.02
C 5.26 2.79 -1.02
C 3.97 2.29 -0.84
H 3.24 2.89 -2.70
H 1.12 1.94 -2.55
H 0.15 -0.18 3.35
H -2.30 -1.07 3.91
H -4.54 -1.73 3.03
H -4.93 -1.70 0.57
H -3.05 -1.02 -0.94
H 4.29 0.86 2.20
H 6.59 1.74 1.91
H 7.19 2.96 -0.15
H 5.52 3.31 -1.93
C -3.47 3.27 -2.60
C -3.59 2.20 -3.48
C -2.79 1.08 -3.37
C -1.81 0.97 -2.36
C -1.72 2.05 -1.46
C -2.53 3.17 -1.58
N -1.01 -0.12 -2.16
C -1.01 -1.16 -3.11
C -1.22 -2.47 -2.70
C -1.16 -3.52 -3.60
C -0.91 -3.28 -4.94
C -0.70 -1.98 -5.37
C -0.75 -0.93 -4.47
H -4.10 4.14 -2.70
H -4.33 2.24 -4.27
H -2.93 0.26 -4.07
H -1.00 2.02 -0.65
H -2.41 3.98 -0.87
H -1.40 -2.66 -1.65
H -1.32 -4.53 -3.24
H -0.86 -4.10 -5.64
H -0.49 -1.78 -6.41
H -0.57 0.08 -4.81
C -0.23 -3.62 1.01
Si 1.45 -3.09 0.30
C 2.08 -4.59 -0.66
C 2.50 -2.91 1.88
N 1.35 -1.71 -0.70
C 2.44 -1.39 -1.48
C 3.78 -1.61 -1.09
C 4.85 -1.25 -1.89
C 4.66 -0.66 -3.12
C 3.36 -0.44 -3.55
C 2.28 -0.78 -2.75
H -0.15 -4.69 1.21
H -1.07 -3.47 0.36
H -0.45 -3.14 1.97
H 2.15 -5.46 -0.01
H 3.05 -4.42 -1.12
H 1.38 -4.81 -1.46
H 2.29 -3.75 2.56
H 2.25 -1.99 2.40
H 3.57 -2.90 1.71
H 3.98 -2.06 -0.13
H 5.86 -1.45 -1.53
H 5.51 -0.39 -3.75
H 3.17 0.00 -4.52
H 1.28 -0.61 -3.10
*
```

Values from the calculation:
Energy above the lowest of the compared OMol25 structures with the same formula, charge and spin in eV: 0.0172
Molecular weight in g/mol: 640.7
HOMO-LUMO gap (spin up / spin down) in eV: 5.44 / 5.36
HOMO energy (spin up / spin down) in eV: -6.47 / -6.45
Expectation value of S²: 0.77
E_LUMO (spin up / spin down) in eV: -1.038 / -1.085
DFT total energy in eV: -92800.34348

---

Entry 3:
# C28H47Cl3GdN2O3PSi

A structure of composition C28H47Cl3GdN2O3PSi at a distorted geometry (ωB97M-V/def2-TZVPD, the Open Molecules 2025 dataset).

```
! RIJCOSX wB97M-V def2-TZVPD def2/J DEFGRID3
* xyz 0 8
C -2.23 3.51 1.01
C -3.10 2.47 0.37
H -2.61 4.53 0.88
H -1.20 3.46 0.59
H -2.14 3.33 2.09
C -4.16 2.75 -0.41
C -4.65 4.12 -0.75
H -4.77 1.93 -0.80
H -3.92 4.91 -0.52
H -5.58 4.37 -0.21
H -4.90 4.19 -1.82
Gd 0.64 0.12 -0.01
Cl 0.63 -0.29 2.50
Cl 2.21 2.09 -0.24
C -1.20 -2.70 0.25
O -0.30 -2.11 -0.42
N -1.97 -3.68 -0.22
C -1.83 -4.20 -1.58
C -3.01 -4.26 0.62
H -1.42 -2.43 1.30
H -1.02 -3.68 -2.11
H -2.77 -4.06 -2.12
H -1.61 -5.27 -1.53
H -3.06 -3.70 1.56
H -2.78 -5.32 0.85
H -3.99 -4.20 0.12
H -1.11 2.86 -1.68
H -3.21 1.65 -3.23
C -0.54 2.56 -2.58
C -2.35 1.50 -3.91
N -1.11 1.33 -3.15
H 0.51 2.42 -2.30
C -0.51 0.14 -3.10
O 0.48 -0.13 -2.35
H -2.51 0.59 -4.50
H -0.91 -0.62 -3.78
H -0.64 3.37 -3.31
H -2.27 2.37 -4.57
O -1.40 0.87 -0.02
C -2.60 1.06 0.65
C -3.79 -0.52 -0.95
C -3.61 -0.05 0.34
H -3.16 -0.13 -1.76
C -4.80 -1.45 -1.22
H -2.39 1.05 1.73
C -4.38 -0.57 1.39
H -4.98 -1.78 -2.25
C -5.61 -1.92 -0.18
C -5.39 -1.47 1.13
H -4.18 -0.17 2.39
H -6.43 -2.62 -0.38
H -6.03 -1.82 1.95
Si 4.71 4.50 1.11
Cl 2.80 5.36 0.98
C 5.19 4.11 -0.66
C 4.42 3.14 2.37
C 6.08 5.61 1.78
H 4.38 3.58 -1.18
H 6.09 3.48 -0.69
H 5.41 5.04 -1.21
H 6.31 6.45 1.11
H 7.00 5.02 1.88
H 5.85 6.02 2.76
H 3.58 2.52 2.03
H 4.18 3.57 3.34
H 5.31 2.50 2.48
C 4.85 -1.54 0.04
P 3.06 -1.88 -0.09
C 2.90 -2.90 -1.59
C 2.84 -3.15 1.22
C 2.15 -4.35 1.01
C 1.84 -5.17 2.09
C 2.24 -4.83 3.39
C 2.91 -3.61 3.60
C 3.22 -2.79 2.53
H 5.11 -0.74 -0.66
H 5.44 -2.44 -0.20
H 5.11 -1.20 1.05
H 3.59 -3.77 -1.56
H 1.87 -3.25 -1.67
H 3.12 -2.29 -2.47
H 1.86 -4.65 0.01
H 1.28 -6.10 1.92
H 2.03 -5.49 4.23
H 3.19 -3.31 4.61
H 3.73 -1.83 2.70
*
```

Values from the calculation:
Molecular weight in g/mol: 782.4
HOMO-LUMO gap (spin up / spin down) in eV: 8.68 / 6.09
HOMO energy (spin up / spin down) in eV: -8.42 / -8.30
Expectation value of S²: 16.02
E_LUMO (spin up / spin down) in eV: 0.259 / -2.211
DFT total energy in eV: -114497.20475

---

Entry 4:
# C62H49Br2N4O4P2RbS4

A structure of composition C62H49Br2N4O4P2RbS4 (ωB97M-V/def2-TZVPD, the Open Molecules 2025 dataset).

```
! RIJCOSX wB97M-V def2-TZVPD def2/J DEFGRID3
* xyz -2 1
Rb -0.51 -0.13 0.70
C 2.48 -0.26 3.29
O 2.40 -0.51 1.90
C 3.53 -0.74 1.23
C 4.74 -1.05 1.81
C 5.85 -1.31 1.00
Br 7.50 -1.76 1.83
C 5.78 -1.26 -0.36
C 4.55 -0.93 -0.96
C 3.43 -0.67 -0.19
O 2.24 -0.35 -0.70
C 4.43 -0.85 -2.42
N 3.31 -0.67 -3.07
C 3.65 -0.63 -4.41
C 2.85 -0.44 -5.53
C 3.46 -0.43 -6.77
C 4.85 -0.60 -6.90
C 5.66 -0.79 -5.80
C 5.03 -0.80 -4.55
N 5.51 -0.93 -3.26
H 3.23 0.50 3.50
H 2.69 -1.19 3.83
H 1.50 0.10 3.59
H 4.83 -1.13 2.88
H 6.65 -1.49 -0.95
H 2.28 -0.42 -1.68
H 1.78 -0.30 -5.42
H 2.86 -0.28 -7.66
H 5.29 -0.59 -7.89
H 6.73 -0.92 -5.90
H 6.46 -1.07 -2.98
O -7.17 4.30 2.56
C -6.20 3.63 2.27
S -6.21 2.26 1.19
C -4.49 1.83 1.24
C -3.73 2.62 2.03
S -2.00 2.55 2.32
S -4.58 3.91 2.89
S -4.04 0.47 0.23
C -5.55 -4.90 5.22
C -5.68 -4.86 3.84
C -4.62 -4.42 3.05
C -3.41 -4.01 3.61
C -3.31 -4.04 5.00
C -4.35 -4.48 5.80
P -2.07 -3.42 2.37
C -1.56 -1.99 3.44
C -2.48 -0.94 3.58
C -2.30 0.05 4.53
C -1.20 0.00 5.37
C -0.26 -1.01 5.23
C -0.43 -2.00 4.26
C -0.76 -4.67 2.81
C -0.70 -5.69 3.72
C 0.46 -6.52 3.74
C 1.49 -6.35 2.86
C 1.44 -5.32 1.88
C 2.41 -5.10 0.86
C 2.19 -4.11 -0.06
C 1.05 -3.26 0.02
C 0.10 -3.37 1.02
C 0.32 -4.46 1.90
H -6.37 -5.23 5.84
H -6.61 -5.16 3.38
H -4.74 -4.38 1.97
H -2.39 -3.69 5.47
H -4.24 -4.49 6.88
H -3.35 -0.91 2.92
H -3.00 0.86 4.59
H -1.05 0.78 6.12
H 0.61 -1.04 5.88
H 0.29 -2.80 4.17
H -1.51 -5.89 4.41
H 0.52 -7.32 4.48
H 2.35 -7.01 2.90
H 3.29 -5.74 0.80
H 2.90 -3.98 -0.87
H 0.92 -2.51 -0.75
O -0.70 2.35 -1.00
P -0.54 3.73 -1.54
C 0.98 3.89 -2.54
C 1.30 5.04 -3.26
C 2.46 5.09 -4.02
C 3.31 3.99 -4.06
C 2.99 2.84 -3.35
C 1.83 2.79 -2.59
C -1.91 4.07 -2.67
C -2.65 2.97 -3.09
C -3.70 3.15 -3.98
C -4.01 4.42 -4.44
C -3.29 5.52 -4.01
C -2.24 5.35 -3.11
C -0.52 5.07 -0.36
C -1.69 5.28 0.38
C -1.73 6.28 1.33
C -0.61 7.07 1.56
C 0.57 6.85 0.86
C 0.62 5.84 -0.09
H 0.64 5.89 -3.23
H 2.70 5.98 -4.58
H 4.21 4.02 -4.66
H 3.65 1.98 -3.38
H 1.57 1.90 -2.03
H -2.43 1.99 -2.67
H -4.29 2.29 -4.28
H -4.84 4.55 -5.13
H -3.56 6.51 -4.34
H -1.71 6.21 -2.73
H -2.55 4.64 0.23
H -2.64 6.41 1.91
H -0.65 7.85 2.32
H 1.45 7.44 1.07
H 1.54 5.66 -0.63
Br -4.65 -4.25 -1.28
C -3.16 -3.36 -2.02
C -2.63 -3.76 -3.23
C -1.54 -3.07 -3.73
C -1.02 -2.02 -2.98
N -1.53 -1.65 -1.81
C -2.59 -2.29 -1.33
H -3.07 -4.59 -3.77
H -1.09 -3.35 -4.67
H -0.16 -1.47 -3.33
H -2.99 -1.96 -0.38
N 1.60 2.40 1.46
H 2.28 3.13 1.23
H 0.95 2.80 2.13
H 1.06 2.24 0.62
*
```

Values from the calculation:
Energy above the lowest of the compared OMol25 structures with the same formula, charge and spin in eV: 0.9565
Molecular weight in g/mol: 1349.6
HOMO-LUMO gap in eV: 3.42
HOMO energy in eV: -0.51
E_LUMO in eV: 2.911
DFT total energy in eV: -281903.04246